Entry 1:
The following is a DFT calculation (the ωB97M-V functional and the def2-TZVPD basis) of a structure of composition C45H59N9O4SSc.

Results
DFT total energy, eV: -100756.0624
Net charge: +1
Maximum force, Eh/bohr: 0.0116
HOMO energy, eV: -10.0
LUMO level, eV: -2.8
Kohn-Sham gap, eV: 7.26

The geometry in XYZ format:
```
119
Properties=species:S:1:pos:R:3:forces:R:3
Sc 0.445 0.267 -0.493 0.160 0.573 0.046
S 3.880 2.781 -0.152 0.013 -0.022 0.009
O 1.332 1.517 0.843 0.169 -0.136 -0.144
O 1.248 -3.313 -2.185 -0.001 0.018 -0.021
O 0.070 -1.751 -1.286 -0.072 -0.415 -0.137
O 1.608 1.658 -1.768 -0.145 0.084 0.170
N -1.447 0.759 0.278 -0.118 0.025 0.196
N 0.556 -1.221 1.371 -0.023 -0.026 -0.056
N 4.341 0.071 -2.087 -0.038 -0.016 -0.007
N 3.649 -3.251 -0.996 0.022 -0.056 0.040
N 2.199 -1.423 -1.369 -0.017 -0.002 -0.006
N 1.881 2.432 1.639 -0.089 0.055 0.041
N 4.487 -1.225 -1.601 -0.033 -0.047 -0.059
N 1.163 -2.247 -1.629 -0.014 0.042 0.032
N -0.492 0.144 -3.013 0.070 -0.045 -0.059
C -5.093 1.707 -1.628 -0.010 0.010 -0.015
C -0.122 -0.929 2.419 -0.005 -0.004 -0.041
C -4.545 -1.068 1.751 0.001 -0.004 -0.001
C 3.326 -1.296 2.671 -0.028 0.007 -0.006
C -1.643 -4.004 2.029 -0.002 -0.007 -0.003
C -1.216 4.028 -0.231 -0.010 -0.006 0.004
C 3.066 3.030 1.324 -0.023 -0.019 0.014
C -2.494 1.986 2.112 -0.012 -0.008 -0.004
C 3.426 -1.995 -1.349 0.013 0.014 0.021
C 2.559 -2.489 2.108 -0.002 -0.020 0.011
C -0.641 0.471 -5.374 0.006 -0.005 -0.013
C -4.969 0.551 -0.882 -0.004 -0.006 0.001
C 1.353 -4.856 1.216 0.004 0.001 -0.006
C 1.285 -2.467 1.508 -0.021 -0.017 0.025
C 1.659 3.625 3.680 -0.003 0.000 0.009
C -3.995 2.535 -1.796 -0.018 0.018 -0.012
C 1.595 0.535 -4.264 -0.006 -0.042 -0.033
C -1.252 0.441 4.011 -0.018 0.000 0.012
C 2.573 -0.381 3.638 0.002 0.019 0.003
C 3.579 3.921 2.293 -0.005 0.003 0.001
C -2.002 0.223 -5.358 0.009 0.014 -0.026
C 2.627 -4.894 1.756 0.003 -0.006 -0.018
C 0.097 0.399 -4.198 -0.035 -0.009 0.029
C -4.047 -2.276 -0.401 0.000 -0.005 -0.008
C 3.996 -0.480 1.569 0.026 -0.005 0.020
C -2.666 1.081 -0.421 0.048 0.030 -0.093
C -1.618 0.976 1.645 -0.009 -0.028 -0.058
C -2.065 1.464 4.429 0.015 -0.013 0.011
C -1.789 -0.185 -3.033 0.000 0.012 0.007
C -2.771 2.244 -1.205 0.018 -0.037 0.066
C -1.572 3.151 -1.433 -0.028 -0.006 -0.007
C -1.727 4.026 -2.675 0.011 0.012 -0.009
C -3.674 -1.091 0.493 -0.002 0.022 0.019
C -2.689 2.238 3.450 -0.010 0.003 -0.025
C -1.161 -4.749 -0.314 0.003 -0.010 -0.004
C 1.180 2.742 2.762 0.004 0.028 -0.020
C 3.200 -3.723 2.220 0.009 0.024 -0.028
C 1.562 2.594 -2.856 0.023 -0.071 -0.046
C 0.645 -3.658 1.119 0.013 0.045 0.013
C -2.585 -0.149 -4.161 -0.021 -0.012 0.022
C 2.905 4.218 3.445 0.012 -0.001 0.001
C -3.763 0.216 -0.276 0.024 0.037 0.016
C -0.994 0.196 2.648 -0.004 -0.049 -0.007
C -0.832 -3.711 0.759 -0.012 -0.002 0.017
C 2.090 1.969 -4.131 0.000 0.062 -0.029
H -0.808 4.585 -2.858 0.019 -0.004 0.001
H 1.935 0.118 -5.214 -0.018 0.004 0.002
H -3.353 3.044 3.738 0.001 -0.002 0.000
H 5.380 -1.523 -1.234 -0.007 -0.008 -0.006
H -5.072 -2.192 -0.766 0.005 -0.005 0.000
H 4.175 -3.757 2.692 0.000 -0.002 0.000
H -2.055 4.672 0.042 -0.002 -0.006 -0.002
H 4.437 0.747 -1.331 0.006 0.048 0.003
H -2.638 -1.226 0.805 0.019 -0.005 0.000
H -0.721 2.487 -1.605 0.003 0.016 0.015
H -2.196 -4.627 -0.633 -0.010 0.000 -0.002
H 2.025 -0.950 4.392 0.009 0.002 -0.003
H 3.264 -0.058 0.880 -0.012 0.013 -0.011
H -0.941 3.434 0.639 0.006 -0.021 0.024
H -0.523 -4.643 -1.191 -0.017 -0.002 0.009
H 3.296 0.248 4.161 0.001 0.007 0.006
H 2.039 -0.056 -3.466 0.030 -0.018 0.017
H -1.065 -5.767 0.066 0.000 0.004 -0.002
H 0.529 2.902 -2.996 -0.005 -0.045 -0.004
H -3.025 2.589 1.391 0.002 0.002 -0.013
H -2.237 1.645 5.481 0.001 0.001 -0.001
H -1.552 -3.211 2.773 0.012 0.013 0.004
H -1.133 -2.735 0.382 -0.007 -0.013 0.018
H -2.701 -4.112 1.785 0.000 0.004 0.002
H -0.774 -0.201 4.743 0.002 0.000 -0.002
H 1.071 3.843 4.558 0.002 0.000 0.000
H -5.824 -0.105 -0.768 0.003 0.006 0.001
H -0.027 -1.590 3.281 0.006 -0.010 0.004
H 4.128 -1.749 3.259 0.009 0.002 -0.002
H -0.368 4.670 -0.479 0.000 -0.002 0.003
H -4.444 -2.006 2.301 0.000 0.004 -0.002
H -1.957 3.435 -3.564 0.000 0.003 -0.004
H 1.880 0.284 3.125 0.037 -0.051 0.026
H -4.262 -0.251 2.415 0.007 0.013 0.008
H -0.130 0.694 -6.302 0.000 -0.002 -0.001
H 4.557 0.356 1.991 -0.001 0.005 0.010
H 4.571 -3.648 -1.050 0.001 0.004 -0.002
H 3.182 1.980 -4.153 0.004 -0.033 0.047
H -3.387 -2.349 -1.269 -0.001 -0.008 0.003
H -5.599 -0.944 1.494 0.004 -0.002 -0.001
H -3.976 -3.211 0.156 0.001 -0.002 0.000
H 0.878 -5.777 0.907 0.003 0.008 0.006
H 4.700 -1.098 1.008 -0.011 0.001 0.037
H -4.103 3.424 -2.401 -0.004 -0.012 0.008
H 1.746 2.572 -4.977 0.030 0.012 0.009
H 2.906 -3.831 -0.631 0.007 0.007 -0.010
H -2.216 -0.499 -2.093 0.012 0.000 -0.006
H -2.584 0.280 -6.268 0.004 -0.001 -0.001
H 2.144 3.470 -2.566 -0.028 0.018 -0.001
H 5.024 0.230 -2.815 0.008 0.011 0.003
H -6.039 1.961 -2.090 0.000 0.001 0.001
H -3.632 -0.410 -4.086 0.001 0.000 0.002
H 2.333 1.970 -1.149 0.034 0.038 -0.042
H 0.237 2.230 2.854 0.005 0.021 -0.005
H -1.308 -4.935 2.491 -0.004 -0.005 -0.005
H 3.152 -5.835 1.852 -0.005 0.001 0.005
H 3.327 4.914 4.157 -0.002 0.001 -0.001
H 4.529 4.380 2.063 0.000 0.001 -0.002
H -2.517 4.768 -2.544 0.003 -0.010 0.001
```
Forces are in eV/Å.

Löwdin population analysis, charges in e, atoms 1 to 99: 1.087 0.726 -0.253 0.116 -0.085 -0.262 -0.018 0.073 0.080 0.245 0.138 -0.133 0.004 -0.385 0.097 -0.056 -0.114 -0.034 -0.337 -0.031 -0.031 -0.640 -0.021 -0.380 -0.128 -0.008 -0.027 -0.036 -0.157 -0.033 -0.027 -0.139 -0.042 -0.042 -0.085 -0.038 -0.076 -0.249 -0.049 -0.058 -0.230 -0.248 -0.076 -0.114 -0.145 -0.365 -0.073 -0.361 -0.051 -0.053 -0.020 -0.046 -0.204 -0.144 -0.028 -0.047 -0.151 -0.168 -0.371 -0.145 0.078 0.124 0.115 0.157 0.081 0.117 0.096 -0.006 0.101 0.076 0.073 0.090 0.041 0.052 0.068 0.093 0.075 0.080 0.085 0.118 0.108 0.071 0.090 0.072 0.120 0.116 0.114 0.137 0.127 0.089 0.079 0.088 0.045 0.074 0.122 0.087 0.138 0.111 0.079

Entry 2:
The following is a DFT calculation (the ωB97M-V functional and the def2-TZVPD basis) of a cluster of 4 separate species, C45H62ClN2O9PS in total.

Results
DFT total energy, eV: -101724.3420
SMILES string: CCOc1c(CCCCl)c(CCOC(=O)CC)cc2c1Nc1c(cc(N=C=O)c([PH2]=O)c1C[C@@H](C)OCc1ccccc1)S2.C1CCOC1.C1CCOC1.C1CCOC1
Net charge: 0
Maximum force, Eh/bohr: 0.0188
HOMO energy, eV: -7.8
LUMO level, eV: 0.3
Kohn-Sham gap, eV: 8.13

The geometry in XYZ format:
```
121
Properties=species:S:1:pos:R:3:forces:R:3
Cl -1.541 -3.250 1.921 -0.052 -0.075 -0.030
S 2.832 1.764 -3.369 0.068 0.121 -0.132
P 8.301 -1.299 -2.438 -0.122 -0.780 -0.089
O -11.481 2.898 -2.625 -0.119 0.053 -0.088
O 4.742 2.527 4.685 0.009 0.004 0.001
O -8.044 0.053 0.193 -0.039 0.102 -0.027
O 8.611 0.863 -5.971 0.044 0.018 -0.262
O 5.164 -1.585 1.303 -0.091 -0.213 -0.063
O 8.177 -2.772 -2.520 -0.058 0.014 0.056
O -3.229 -1.258 -0.237 -0.509 0.194 -0.796
O -3.618 -3.421 -0.713 0.099 -0.131 -0.247
O 2.603 0.374 1.488 0.128 0.093 -0.123
N 7.050 -0.676 -5.047 -0.011 0.753 0.310
N 3.979 1.216 -0.699 -0.049 -0.211 -0.219
C -9.311 1.849 -0.686 0.082 -0.143 0.143
C 7.826 0.140 -5.523 0.020 -0.381 0.117
C 5.134 -5.903 1.266 0.298 -0.129 0.312
C 0.555 0.947 -2.046 -0.048 -0.002 0.093
C 2.530 1.418 2.468 0.162 0.246 0.309
C -5.488 -1.936 -0.732 -0.273 0.149 0.405
C 7.466 -2.293 0.994 -0.421 -0.106 -0.058
C 4.623 -6.468 0.111 -0.205 -0.072 -0.362
C 1.916 1.177 -1.980 0.175 -0.039 -0.185
C -10.964 2.676 -3.939 0.032 0.064 0.005
C 0.401 -1.350 2.241 -0.574 0.210 0.188
C 4.944 -4.562 1.548 -0.133 0.093 -0.105
C 7.101 2.613 4.814 -0.007 0.058 -0.066
C -0.237 -0.148 1.507 0.280 -0.462 0.183
C 4.781 0.736 -1.753 0.247 -0.235 0.077
C -0.662 -2.132 2.998 0.011 0.213 0.004
C 1.883 0.558 0.331 -0.267 0.008 0.161
C 5.102 3.830 5.152 0.026 0.027 -0.076
C -8.709 0.690 1.287 -0.074 -0.025 -0.008
C 0.512 0.314 0.284 -0.018 0.148 -0.011
C 3.898 -5.684 -0.773 -0.005 0.210 0.091
C 5.903 1.690 4.636 -0.002 -0.021 0.054
C 4.226 -3.768 0.664 0.060 0.167 -0.290
C -2.094 -1.122 -1.113 0.377 0.177 0.520
C -6.403 -2.698 0.226 -0.205 -0.046 -0.287
C -9.083 2.085 0.806 0.085 0.039 -0.027
C 6.495 -0.172 -0.100 -0.091 -0.105 -0.580
C 5.996 0.075 -1.514 -0.125 0.154 0.191
C 6.517 3.710 5.702 0.002 -0.056 0.057
C 3.709 -4.340 -0.491 -0.039 0.006 -0.055
C -1.645 0.343 -1.075 0.028 0.011 0.359
C -12.157 2.724 -4.884 -0.052 -0.061 0.021
C -0.153 0.530 -0.927 -0.180 0.082 -0.348
C 6.287 -0.194 -3.908 0.009 -0.310 -0.072
C -8.230 0.824 -0.998 0.069 0.064 0.015
C 4.005 -2.298 0.918 -0.319 -0.195 0.303
C 2.590 0.979 -0.793 0.282 0.007 0.282
C 4.353 0.911 -3.066 -0.464 0.128 0.223
C -13.074 3.715 -4.169 0.055 0.058 -0.018
C 2.584 2.828 1.921 -0.188 0.063 -0.109
C -4.045 -2.312 -0.568 0.202 0.067 0.274
C 6.228 -1.626 0.362 0.589 0.329 0.066
C 6.745 -0.390 -2.605 0.390 0.195 -0.085
C -12.832 3.358 -2.709 -0.025 -0.065 -0.008
C 5.088 0.440 -4.134 -0.043 0.029 -0.259
H -12.960 4.206 -2.035 0.033 -0.007 0.021
H -10.299 1.423 -0.853 -0.025 0.024 -0.038
H 5.841 0.957 5.447 0.034 -0.016 -0.009
H 6.031 0.504 0.611 0.086 0.052 0.148
H -0.333 0.660 2.236 -0.072 0.161 -0.066
H 7.960 2.106 5.249 -0.005 -0.001 0.021
H 9.147 -0.754 -3.417 0.027 0.241 0.099
H -8.500 0.154 -1.816 0.016 -0.037 0.023
H -8.247 2.773 0.955 -0.001 -0.006 0.014
H -7.387 -2.242 0.181 -0.079 0.006 0.075
H -10.243 3.467 -4.172 0.005 -0.017 -0.039
H 4.320 0.933 0.207 -0.095 -0.047 0.113
H -0.246 -2.705 3.820 0.048 -0.167 -0.062
H -5.637 -0.872 -0.574 0.175 0.094 0.005
H -9.952 2.489 1.323 -0.017 -0.009 -0.011
H -1.977 0.869 -1.967 -0.055 0.010 -0.078
H 5.063 4.528 4.308 0.013 0.029 0.023
H -9.231 2.748 -1.291 -0.021 0.022 -0.008
H -1.247 -0.445 1.237 -0.063 0.074 -0.105
H -1.292 -1.767 -0.756 0.002 -0.176 -0.118
H 3.523 -1.844 0.045 0.075 0.060 -0.108
H 5.914 1.151 3.687 -0.043 -0.007 -0.003
H 3.387 1.270 3.117 0.064 -0.176 0.007
H -1.406 -1.449 3.403 -0.054 -0.011 0.097
H 8.340 -1.646 0.972 0.119 -0.016 0.033
H -5.756 -2.156 -1.766 0.009 -0.064 -0.062
H 4.377 4.151 5.900 -0.027 -0.031 -0.007
H -7.280 1.310 -1.249 -0.021 0.014 -0.035
H -2.151 0.817 -0.234 -0.088 0.018 0.011
H -13.498 2.552 -2.382 -0.030 0.022 -0.009
H 7.402 3.031 3.851 -0.001 -0.010 -0.003
H -6.044 -2.624 1.250 0.041 -0.062 0.074
H 7.557 0.045 -0.094 0.069 0.071 0.202
H -9.601 0.107 1.543 -0.010 0.027 0.027
H 4.731 0.580 -5.144 -0.040 -0.054 -0.042
H 6.492 3.378 6.741 -0.008 0.006 0.001
H 1.102 -0.987 2.990 0.339 -0.089 -0.141
H 3.426 2.980 1.249 0.094 -0.034 -0.014
H -14.121 3.630 -4.455 -0.003 -0.021 -0.001
H -10.442 1.718 -3.959 0.003 -0.002 0.040
H 3.310 -2.187 1.750 -0.010 0.154 0.054
H -11.883 3.027 -5.893 0.003 0.020 0.002
H 7.234 -2.545 2.025 0.068 0.100 0.132
H -12.635 1.744 -4.940 0.010 -0.004 -0.001
H 7.689 -3.225 0.478 0.156 0.009 -0.061
H 0.894 -2.009 1.532 0.252 -0.043 0.047
H -6.503 -3.743 -0.057 0.188 -0.116 0.095
H 1.641 1.301 3.094 -0.145 -0.120 -0.087
H 7.065 4.650 5.657 0.006 0.001 -0.019
H 5.710 -6.511 1.952 -0.013 -0.046 0.022
H -2.377 -1.402 -2.125 0.023 -0.214 -0.021
H 2.695 3.507 2.765 0.028 0.037 0.063
H 0.021 1.121 -2.970 0.040 -0.022 -0.117
H 3.493 -6.087 -1.689 0.017 -0.152 -0.014
H -8.043 0.698 2.151 0.028 -0.032 -0.016
H -12.748 4.738 -4.368 -0.004 0.002 0.008
H 8.893 -0.882 -1.237 0.008 0.311 -0.086
H 5.354 -4.115 2.443 0.048 -0.038 0.078
H 5.957 -2.196 -0.528 -0.252 -0.155 0.087
H 3.157 -3.719 -1.186 -0.013 0.044 -0.044
H 4.783 -7.510 -0.127 0.076 -0.079 0.128
H 1.673 3.102 1.390 -0.034 -0.023 -0.057
```
Forces are in eV/Å.

Löwdin population analysis, charges in e, atoms 1 to 99: 0.617 1.057 0.743 -0.167 -0.165 -0.170 0.201 -0.113 -0.410 -0.056 0.116 -0.088 0.160 0.126 -0.174 -0.319 -0.081 -0.044 -0.208 -0.144 -0.020 -0.090 -0.443 -0.207 -0.251 -0.037 -0.166 -0.118 -0.188 -0.569 -0.190 -0.204 -0.197 -0.084 -0.075 -0.199 -0.204 -0.154 -0.077 -0.162 -0.085 -0.126 -0.168 -0.037 -0.107 -0.168 -0.166 -0.260 -0.201 -0.163 -0.189 -0.428 -0.169 -0.050 -0.507 -0.353 -0.214 -0.199 -0.042 0.117 0.109 0.121 0.113 0.126 0.112 0.014 0.118 0.114 0.053 0.119 0.102 0.069 0.100 0.112 0.114 0.117 0.107 0.086 0.114 0.121 0.111 0.102 0.074 0.064 0.128 0.118 0.117 0.123 0.118 0.114 0.084 0.083 0.118 0.120 0.114 0.103 0.077 0.111 0.116

> Which of these has the highest HOMO energy?

C45H62ClN2O9PS

> Look up the HOMO energy of the first one.

-10.0 eV

> Among the records above, which one has the lowest Kohn-Sham gap?

C45H59N9O4SSc